(1)
Entry from the Open Molecules 2025 dataset: a molecular structure, C34H48ClCuN3O4P2 (ωB97M-V with the def2-TZVPD basis set).

```
93
Properties=species:S:1:pos:R:3:forces:R:3:mulliken_charge:R:1
Cu 0.22437 0.52059 -0.61103 -0.16 -0.04 -0.01 -0.83
C 0.34116 -4.69322 2.53500 -0.02 -0.02 -0.04 -1.59
C -0.08698 -4.39160 1.09974 0.01 -0.08 0.00 0.41
C -1.57540 -4.05906 1.04841 0.04 -0.09 -0.06 -1.48
P 0.95191 -3.01473 0.34926 -0.11 0.07 0.08 1.18
C 2.54957 -4.00568 0.17928 0.01 0.01 -0.01 0.48
C 3.45924 -3.57943 1.34031 -0.02 -0.01 0.09 -1.63
C 3.36673 -3.88091 -1.11892 -0.07 -0.07 -0.04 -1.66
C 0.16914 -3.05011 -1.31625 -0.05 0.17 -0.04 1.09
C 0.37788 -4.12149 -2.18779 0.05 0.02 -0.03 -0.25
C -0.15704 -4.15917 -3.46274 0.00 -0.07 0.03 -1.00
C -0.92408 -3.08408 -3.89587 -0.01 0.08 -0.04 -0.66
C -1.17217 -2.02941 -3.04309 0.03 -0.05 -0.06 0.33
C -0.68189 -1.99979 -1.72620 0.22 0.04 0.01 -2.28
N -1.06066 -0.92665 -0.89446 0.28 -0.14 -0.06 0.83
C -2.39255 -0.77387 -0.69059 -0.08 -0.11 -0.06 -0.52
C -3.32498 -1.79542 -1.03993 -0.08 -0.06 0.02 -0.16
C -4.68580 -1.64068 -0.91438 0.00 -0.05 0.04 -0.83
C -5.22896 -0.45939 -0.41829 -0.01 0.02 -0.01 -1.25
C -4.33979 0.52981 -0.03257 -0.04 0.08 0.04 -0.41
C -2.95583 0.40383 -0.11826 -0.17 0.26 0.05 0.27
P -1.88052 1.77677 0.43664 -0.08 -0.15 -0.13 1.29
C -2.24069 3.05859 -0.87112 0.02 0.01 0.09 0.67
C -1.35903 4.28822 -0.64542 0.02 0.00 0.00 -1.43
C -1.99146 2.50134 -2.27017 0.03 -0.05 -0.03 -1.72
C -2.77655 2.49590 1.95190 0.13 0.05 0.01 0.48
C -3.84744 3.57589 1.77603 -0.01 -0.04 0.01 -1.55
C -3.31281 1.40849 2.88579 0.01 -0.11 -0.01 -1.56
H -0.31388 -5.45155 2.97579 -0.01 -0.02 0.00 0.45
H 0.26756 -3.79517 3.14960 0.00 0.10 0.06 0.23
H 1.36508 -5.06304 2.59573 0.01 0.00 -0.02 0.35
H 0.08898 -5.29014 0.49196 -0.03 0.02 0.00 0.42
H -1.78564 -3.08650 1.48904 0.00 0.16 0.08 0.15
H -2.15017 -4.81620 1.59380 0.00 0.02 0.00 0.58
H -1.93886 -4.03623 0.02205 0.02 0.01 0.03 0.16
H 2.26618 -5.05759 0.32185 0.04 0.04 -0.03 0.49
H 3.69685 -2.51712 1.24642 0.01 0.00 -0.02 0.16
H 4.40152 -4.13455 1.30395 0.00 -0.03 0.01 0.45
H 3.00746 -3.74400 2.32173 -0.01 0.04 -0.02 0.35
H 2.80922 -3.49218 -1.96260 -0.12 0.02 -0.08 0.33
H 3.77019 -4.86113 -1.39676 0.00 0.03 -0.01 0.25
H 4.19957 -3.20182 -0.98024 0.13 0.17 0.02 0.54
H 0.99841 -4.94544 -1.85949 0.04 -0.06 0.03 0.33
H 0.03908 -5.00207 -4.11508 0.00 0.00 0.00 0.37
H -1.32589 -3.06772 -4.90294 -0.01 0.00 -0.01 0.36
H -1.78533 -1.19705 -3.36687 0.00 0.01 0.00 0.47
H -2.94832 -2.72719 -1.43732 -0.04 0.01 0.02 0.20
H -5.33468 -2.46114 -1.20482 -0.01 -0.01 -0.02 0.37
H -6.29873 -0.31587 -0.33302 -0.02 0.00 0.01 0.38
H -4.74337 1.45818 0.35469 0.01 -0.04 -0.04 0.29
H -3.29956 3.32808 -0.79354 -0.04 0.05 0.00 0.72
H -0.30990 4.02901 -0.79952 -0.06 -0.01 -0.01 -0.01
H -1.44526 4.69663 0.36280 -0.04 0.01 0.07 0.28
H -1.62037 5.08237 -1.35226 -0.02 0.01 -0.01 0.53
H -0.95562 2.16916 -2.36993 -0.02 0.02 0.01 0.05
H -2.16587 3.28564 -3.01403 -0.02 0.01 -0.02 0.59
H -2.65057 1.66068 -2.49143 -0.01 -0.03 0.00 0.28
H -1.93704 2.97240 2.47434 -0.02 0.00 -0.04 0.42
H -4.74261 3.19329 1.28309 0.00 0.01 -0.01 0.21
H -3.50011 4.43790 1.21216 0.07 0.06 -0.07 0.29
H -4.15679 3.93100 2.76567 0.00 0.01 0.00 0.50
H -4.30175 1.07673 2.56519 0.00 -0.01 0.00 0.31
H -3.40682 1.80578 3.90171 -0.02 0.01 0.02 0.50
H -2.66992 0.53068 2.91365 0.03 0.04 0.00 0.22
O 4.43935 1.18824 -1.62537 -0.04 -0.09 0.07 -0.67
Cl 4.31533 -0.04654 -0.89497 -0.06 0.00 -0.09 1.67
O 5.44331 -0.90420 -1.22103 -0.07 -0.13 0.02 -0.77
O 4.32803 0.21215 0.53208 -0.06 -0.01 0.08 -0.73
O 3.07866 -0.71693 -1.24678 0.24 -0.04 0.04 -0.55
C 1.84873 2.48520 1.84808 -0.04 0.07 -0.08 -0.45
C 2.25726 3.43748 0.76367 0.03 0.05 0.10 0.87
C 2.95148 4.59876 1.03796 -0.01 0.01 0.04 -0.68
C 3.42260 5.44072 0.03315 -0.03 -0.03 -0.05 -0.88
C 3.18660 5.06342 -1.28782 0.03 0.05 0.03 -0.53
C 2.48836 3.92132 -1.62093 -0.03 0.02 -0.02 1.58
C 2.28858 3.52475 -3.05965 0.00 0.01 0.00 -1.83
C 1.96984 3.07453 -0.59161 0.12 -0.12 -0.08 0.16
N 1.24837 2.00957 -0.86398 0.04 0.00 0.10 -0.18
H 0.76955 2.30301 1.84596 -0.01 0.01 0.02 -0.10
H 2.14244 2.87067 2.82939 0.02 0.01 0.00 0.39
H 2.33289 1.51655 1.67917 0.01 0.06 -0.06 -0.13
H 3.15758 4.83631 2.07962 0.00 0.01 0.00 0.30
H 3.98007 6.33808 0.27017 0.01 0.02 0.00 0.35
H 3.57021 5.68071 -2.09746 0.01 0.01 -0.01 0.35
H 3.24609 3.35010 -3.55513 0.03 -0.01 -0.01 0.38
H 1.74944 4.29788 -3.61789 0.01 0.01 -0.02 0.39
H 1.72291 2.59673 -3.12404 -0.03 -0.01 0.01 0.15
C 1.67533 -0.18430 3.67399 0.02 0.09 0.09 -1.20
C 0.37676 -0.25674 3.01972 0.32 -0.34 -0.27 0.53
N -0.57369 -0.42422 2.40006 -0.33 0.02 0.30 -0.14
H 2.44261 -0.44502 2.94407 0.02 0.00 -0.04 0.15
H 1.71076 -0.88436 4.50831 -0.01 0.00 0.00 0.46
H 1.86216 0.82754 4.03059 0.02 -0.06 0.00 0.29
```
Positions in Å, forces in eV/Å.

As for the expectation value of S²: 0.76. The value obtained for the max |F| is 0.5 eV/A. As for the energy relative to the best compared isomer or geometry (same formula, charge and spin): 24.5 kcal/mol. The value obtained for the lowest unoccupied orbital energy (spin up / spin down) is 4.51 / 4.51 eV. As for the total charge: -2. The spin multiplicity is 2.


(2)
Entry from the Open Molecules 2025 dataset: a single C17H22ClN3O2 molecule (ωB97M-V with the def2-TZVPD basis set).

```
45
Properties=species:S:1:pos:R:3:forces:R:3:mulliken_charge:R:1
C 2.40960 0.60884 -2.61218 0.03 0.04 0.11 -1.47
C 2.77363 0.41815 -1.17171 -0.11 0.17 0.07 1.06
C 3.73121 -0.50205 -0.78818 -0.06 0.07 0.15 -0.68
C 4.05556 -0.65961 0.55047 -0.15 0.17 0.06 0.16
Cl 5.24947 -1.82608 1.00452 0.18 -0.18 0.07 -0.24
C 3.43393 0.10493 1.51761 0.15 -0.16 -0.16 -0.88
C 2.47504 1.03140 1.14486 -0.17 0.26 -0.15 -0.56
C 2.13184 1.19374 -0.18985 0.34 -0.19 -0.07 0.76
O 1.19475 2.05798 -0.67863 0.16 -0.24 -0.13 -0.44
C 0.52521 2.98408 0.15469 -0.46 0.40 0.10 -0.55
C -0.88630 2.53519 0.55253 0.47 -0.15 0.05 -0.95
C -0.95536 1.48083 1.65501 -0.03 0.07 0.01 -0.88
C -0.40555 0.09030 1.38289 -0.24 0.40 -0.15 0.48
O -0.04392 -0.62777 2.29416 0.06 -0.24 0.46 -0.70
N -0.41701 -0.33205 0.09926 0.00 0.02 -0.28 0.41
C 0.05454 -1.64387 -0.27450 0.01 -0.26 -0.13 -0.46
C -0.98014 -2.43283 -1.07881 0.01 0.09 0.40 -0.82
C -2.23548 -2.78355 -0.27114 0.41 -0.36 -0.39 -0.86
N -3.01602 -1.62097 0.05246 -0.45 0.15 0.16 0.28
C -3.64400 -0.79611 -0.83894 -0.08 0.12 -0.22 -0.18
C -4.19545 0.20941 -0.10003 0.07 -0.03 -0.24 -0.74
N -3.91927 0.01958 1.21661 -0.13 0.23 0.55 -0.64
C -3.21807 -1.07982 1.27424 -0.05 -0.12 0.08 -0.05
H 2.98197 -0.06059 -3.24804 0.03 -0.04 -0.06 0.42
H 1.34705 0.42542 -2.76497 -0.10 0.00 -0.10 0.24
H 2.60425 1.63762 -2.91070 -0.04 0.05 -0.11 0.34
H 4.22899 -1.10200 -1.53460 0.05 -0.06 -0.08 0.39
H 3.68137 -0.02236 2.55874 0.03 -0.04 0.10 0.43
H 1.99630 1.60391 1.92162 -0.10 0.05 0.07 0.28
H 0.43943 3.89056 -0.45635 0.06 -0.11 0.16 0.41
H 1.11651 3.22918 1.04080 0.02 0.01 -0.06 0.31
H -1.41647 2.19739 -0.34069 -0.08 0.09 -0.06 0.31
H -1.41146 3.42160 0.91507 -0.04 0.01 -0.07 0.49
H -0.45873 1.84587 2.55645 0.02 -0.07 0.00 0.45
H -2.00847 1.32693 1.91476 0.12 -0.01 0.05 0.30
H -0.63821 0.31285 -0.64126 -0.01 0.07 0.13 0.24
H 0.29047 -2.15959 0.65989 0.06 0.02 -0.14 0.38
H 0.97646 -1.55367 -0.86078 -0.03 -0.03 0.11 0.12
H -0.51712 -3.36140 -1.41477 -0.01 -0.02 -0.08 0.44
H -1.26710 -1.85981 -1.96366 -0.01 -0.07 -0.10 0.29
H -2.85437 -3.47947 -0.84965 0.05 0.05 0.18 0.37
H -1.94787 -3.26650 0.66566 -0.08 0.00 -0.06 0.38
H -3.66039 -0.99707 -1.89079 0.02 -0.06 -0.21 0.43
H -4.77259 1.05105 -0.42715 -0.13 0.13 -0.17 0.44
H -2.82822 -1.50965 2.17507 0.19 -0.19 0.17 0.49
```
Positions in Å, forces in eV/Å.

The value obtained for the max |F| is 0.7 eV/A. As for the energy relative to the best compared isomer or geometry (same formula, charge and spin): 9.5 kcal/mol. The value obtained for the lowest unoccupied orbital energy is 0.60 eV. As for the SMILES: Cc1cc(Cl)ccc1OCCCC(=O)NCCCn1ccnc1.